14
Properties=species:S:1:pos:R:3:forces:R:3 method="wB97M-V/def2-TZVPD" gap_ev=10.0 smiles="C=C/C=C/C=C" e_lumo_ev=1.1 de_lowest_kcal_mol=34.6
C -1.7511 -1.4264 -1.7558 -0.07 -1.18 -0.66
C -0.4900 -1.1152 -1.4699 -0.93 2.00 0.47
C -0.1748 -0.5089 -0.1289 0.54 -1.29 -1.22
C 0.3232 0.7127 -0.0237 -0.31 0.61 0.23
C 0.6203 1.4278 1.2164 1.16 -0.53 0.63
C 1.5317 1.0224 2.1029 -0.08 0.67 0.59
H -2.0483 -1.7854 -2.7365 0.26 0.27 -0.19
H -2.5833 -1.4945 -1.0684 0.30 0.16 0.55
H 0.1941 -0.8716 -2.2769 0.19 -0.62 -0.04
H -0.3020 -1.2368 0.6646 -0.15 0.61 0.58
H 0.4765 1.3460 -0.8973 -0.23 -0.35 -0.25
H 0.1963 2.4119 1.3827 -0.27 -0.05 -0.16
H 2.1693 0.1513 2.0729 -0.30 -0.32 -0.49
H 1.7371 1.6457 2.9702 -0.12 0.03 -0.07